Record 1
ORCA calculation (ωB97M-V/def2-TZVPD) on 10 unconnected molecules or ions with the total composition C24H60N23O10S at a distorted geometry.

Last column: Löwdin charge in e.
Cartesian coordinates (Å):
C  5.44705  -2.96435  2.08549  0.119
C  5.67325  -1.87706  1.58682  -0.077
C  6.00627  -0.46155  1.04470  -0.257
N  7.27330  -0.44918  0.20714  0.108
C  7.50154  0.98400  -0.00795  -0.277
N  8.43791  1.55006  0.69897  0.289
N  6.65736  1.63846  -0.94973  0.043
C  5.22198  1.23376  -0.87031  -0.133
C  4.81552  0.28300  0.32400  -0.221
C  3.67796  -0.70712  -0.24743  -0.164
C  2.44225  -0.85815  0.76510  -0.180
C  1.63332  -2.18807  0.39614  -0.206
C  0.59326  -1.98326  -0.78062  -0.201
C  -0.67178  -1.09348  -0.34885  -0.240
C  -1.66216  -1.89846  0.59528  -0.242
C  -2.70527  -0.97551  1.38604  -0.433
S  -2.89868  0.70171  0.66472  0.985
C  -4.59117  1.02250  0.12571  -0.572
N  -5.64784  0.21934  -0.22082  0.031
N  -6.64039  1.10241  -0.57379  -0.005
C  -6.20918  2.39982  -0.43986  -0.101
O  -4.89020  2.36943  0.03308  -0.043
H  5.34915  -3.81699  2.80918  0.075
H  6.27132  0.16708  1.96311  0.155
H  8.01882  -0.83948  0.80615  0.107
H  8.54450  2.57341  0.66850  0.167
H  9.04980  1.04307  1.35035  0.106
H  7.00904  1.47529  -1.90548  0.155
H  4.93047  0.83288  -1.89420  0.133
H  4.61214  2.18864  -0.75329  0.140
H  4.29877  0.92590  1.10633  0.151
H  4.09302  -1.70275  -0.58051  0.119
H  3.23524  -0.23119  -1.18464  0.111
H  2.79612  -0.83284  1.83488  0.107
H  1.80939  0.07703  0.60132  0.111
H  2.36040  -3.01060  0.08771  0.109
H  1.10428  -2.57157  1.33143  0.102
H  1.12636  -1.39802  -1.60178  0.109
H  0.25988  -2.94953  -1.27029  0.116
H  -0.25955  -0.14548  0.10497  0.081
H  -1.22692  -0.88517  -1.32086  0.117
H  -2.22491  -2.65826  -0.02374  0.115
H  -1.06928  -2.49255  1.36579  0.105
H  -3.66134  -1.56708  1.50312  0.095
H  -2.29683  -0.85701  2.44306  0.087
H  -6.76595  3.35272  -0.65622  0.158
C  -10.55310  2.09627  -2.36300  -0.688
O  -11.28007  2.05836  -3.33990  0.032
N  -10.96249  2.57878  -1.15510  0.152
N  -9.26464  1.65977  -2.38694  0.162
H  -10.37544  2.61609  -0.33892  0.066
H  -11.91231  2.91410  -1.09210  0.089
H  -8.91709  1.29323  -3.25913  0.070
H  -8.65301  1.68432  -1.59258  0.037
C  10.00295  -1.51104  3.08140  -0.665
O  9.91390  -0.37670  2.60403  -0.030
N  11.18681  -2.09565  3.34829  0.194
N  8.91933  -2.26878  3.37841  0.178
H  11.28100  -3.02064  3.73696  0.077
H  12.01632  -1.56676  3.14284  0.096
H  8.01276  -1.87118  3.19550  0.080
H  8.97573  -3.19329  3.76670  0.113
C  -7.44824  -1.33403  -4.54817  -0.685
O  -7.88671  -0.25543  -4.91865  0.012
N  -7.77011  -2.50177  -5.16171  0.154
N  -6.60195  -1.45932  -3.49058  0.157
H  -7.42273  -3.39779  -4.87477  0.095
H  -8.39491  -2.44915  -5.94848  0.111
H  -6.34096  -0.61615  -3.00814  0.075
H  -6.23285  -2.33577  -3.17189  0.094
C  12.82285  -5.94208  3.40879  -0.684
O  12.30811  -5.05184  4.07495  -0.001
N  13.76540  -6.77562  3.91206  0.160
N  12.49383  -6.16967  2.11099  0.155
H  14.19984  -7.51070  3.38516  0.102
H  14.03510  -6.63745  4.87147  0.112
H  11.79759  -5.57067  1.70210  0.103
H  12.90406  -6.89307  1.54942  0.101
C  -5.92962  4.00272  -4.65711  -0.697
O  -5.34104  5.07292  -4.68336  0.011
N  -5.64801  3.03638  -3.73980  0.151
N  -6.91205  3.68204  -5.53491  0.166
H  -6.11839  2.14938  -3.69891  0.078
H  -4.92501  3.23732  -3.07155  0.084
H  -7.14957  4.37055  -6.22835  0.110
H  -7.40620  2.80666  -5.52691  0.096
C  -0.53849  3.39057  -1.13178  -0.687
O  0.20261  2.58807  -0.57768  -0.004
N  -1.86296  3.48423  -0.84488  0.156
N  -0.09994  4.25665  -2.08206  0.154
H  -2.48622  4.13464  -1.28785  0.101
H  -2.22593  2.85767  -0.14484  0.006
H  0.87527  4.21809  -2.32262  0.102
H  -0.69074  4.92124  -2.54790  0.101
C  13.99506  -0.53354  0.11224  -0.697
O  14.72595  -0.65840  -0.85168  0.039
N  12.63916  -0.44655  -0.00131  0.146
N  14.46671  -0.46947  1.38777  0.151
H  12.01700  -0.34352  0.78109  0.063
H  12.25392  -0.48961  -0.92912  0.102
H  15.46335  -0.53017  1.51135  0.111
H  13.88192  -0.36556  2.19544  0.080
C  -8.81887  1.68685  2.78483  -0.685
O  -9.53738  1.64494  1.79734  0.014
N  -9.24446  2.17516  3.97946  0.153
N  -7.53044  1.24884  2.77271  0.159
H  -8.67121  2.21860  4.80154  0.095
H  -10.19230  2.50886  4.02688  0.109
H  -7.18120  0.87971  1.90314  0.069
H  -6.92308  1.27475  3.57074  0.096
C  -14.51269  1.66812  0.25632  -0.694
O  -14.53520  2.37114  -0.73985  0.028
N  -13.35978  1.16498  0.76971  0.157
N  -15.64021  1.32760  0.93985  0.143
H  -13.31705  0.58617  1.58761  0.093
H  -12.50463  1.39636  0.28897  0.070
H  -16.51336  1.68220  0.58893  0.104
H  -15.64317  0.75117  1.76053  0.089

As for the total energy: -91442.512 eV. The lowest unoccupied orbital energy is -3.6 eV. Its charge is +1.


Record 2
ORCA calculation (ωB97M-V/def2-TZVPD) on 2 unconnected molecules or ions with the total composition C2H4NP at a distorted geometry.

Last column: Löwdin charge in e.
Cartesian coordinates (Å):
C  -0.61681  0.55506  0.85721  -0.291
C  -1.29274  -0.26656  -0.09380  -0.069
N  -0.01371  1.25448  1.56310  0.129
P  3.68316  -0.14778  -0.30470  0.419
H  -2.36897  -0.22511  -0.12925  0.088
H  -1.14964  -1.22850  0.26888  0.062
H  -0.87884  -0.03559  -1.03603  0.075
H  2.63755  0.09401  -1.12542  -0.413

The energy above the lowest of the compared OMol25 structures with the same formula, charge and spin comes out at 242.2 kJ/mol. As for the total energy: -12914.018 eV. The lowest unoccupied orbital energy (alpha / beta) is -1.4 / -1.3 eV. Its charge is 0.


Record 3
ORCA calculation (ωB97M-V/def2-TZVPD) on C15H25N5O3 in the gas phase at a distorted geometry.

Last column: Löwdin charge in e.
Cartesian coordinates (Å):
O  -3.06829  2.46402  2.47903  0.018
O  2.85628  -0.64753  1.06603  0.043
O  -1.48367  -0.41661  -1.04955  0.056
N  1.46723  -4.32975  -1.53834  0.085
C  -3.61117  1.93972  1.49279  -0.534
C  2.47325  -1.31930  0.10906  -0.437
C  -0.92371  0.17042  -0.12832  -0.411
C  2.26844  -5.41663  -1.46022  -0.210
C  1.80636  -4.88801  0.60452  -0.072
C  1.15676  -3.99551  -0.19073  -0.285
N  2.54204  -5.72530  -0.20503  0.042
N  3.37468  -1.93223  -0.67692  0.012
N  0.22944  -0.31807  0.37062  0.126
N  -2.91587  1.41856  0.47408  0.091
C  -5.12891  1.79404  1.41924  0.009
C  4.80789  -1.91434  -0.45442  -0.060
C  -1.57813  5.09645  -1.14229  -0.106
C  0.36834  -2.79656  0.28375  -0.073
C  0.42822  3.02627  0.14429  -0.041
C  -2.00284  3.90232  -0.27491  -0.199
C  0.96001  -1.47211  -0.20881  -0.187
C  -1.46733  1.50430  0.43915  -0.200
C  -0.98289  2.70587  -0.37656  -0.297
H  2.70593  -5.95486  -2.33291  0.132
H  1.83034  -4.84807  1.68851  0.122
H  3.16669  -6.48642  0.05413  0.159
H  2.99175  -2.45385  -1.49900  0.139
H  0.68432  0.15629  1.12580  0.126
H  -3.41907  0.93061  -0.25083  0.147
H  -5.50700  2.60052  0.81282  0.075
H  -5.37820  0.83984  0.95175  0.078
H  -5.54897  1.83096  2.41920  0.082
H  5.17597  -0.89790  -0.62072  0.088
H  4.98807  -2.15843  0.57950  0.079
H  5.29145  -2.62368  -1.13698  0.089
H  -1.12765  4.75773  -2.07026  0.072
H  -2.41416  5.72710  -1.34243  0.057
H  -0.80920  5.65925  -0.60016  0.073
H  0.39265  -2.77143  1.37571  0.127
H  -0.66545  -2.88748  -0.01818  0.118
H  0.77713  3.83014  -0.46057  0.062
H  0.39689  3.24333  1.20296  0.089
H  1.09830  2.14346  0.00670  0.087
H  -3.00528  3.62264  -0.60064  0.103
H  -2.03227  4.26757  0.77401  0.121
H  0.84396  -1.44687  -1.26760  0.137
H  -1.12592  1.61985  1.44557  0.134
H  -0.88639  2.44968  -1.41287  0.132

The energy above the lowest of the compared OMol25 structures with the same formula, charge and spin comes out at 20.7 kJ/mol. The SMILES is CC[C@@H](C)[C@@H](NC(C)=O)C(=O)N[C@H](Cc1c[nH]cn1)C(=O)NC. As for the total energy: -29555.368 eV. The lowest unoccupied orbital energy is 0.5 eV. Its charge is 0.